1.
Computed, not measured: the molecule C25H17N3O2S at a distorted geometry, with ωB97M-V/def2-TZVPD.

The geometry in XYZ format:
```
48
Properties=species:S:1:pos:R:3:forces:R:3
C 1.127 -2.254 0.203 -0.40 1.37 -1.00
C -0.164 -1.931 0.858 -0.51 2.46 -0.65
C -0.980 -2.722 1.558 1.09 0.95 -0.92
C -2.132 -1.966 1.757 -2.62 -3.85 1.75
N -2.136 -0.770 1.412 1.23 2.76 -2.30
N -0.902 -0.694 0.779 2.86 0.40 -1.10
C -0.580 0.409 -0.161 1.43 0.18 0.32
C 0.664 1.355 0.188 1.19 -0.41 2.66
O 1.182 1.231 1.299 -0.88 0.20 -1.75
N 1.240 2.297 -0.733 0.27 -1.60 2.81
C 0.880 2.267 -2.028 0.52 -0.99 -4.01
C -0.442 2.561 -2.357 0.43 1.34 0.57
C -0.865 2.391 -3.647 -1.51 -0.95 -0.43
C -0.073 1.837 -4.648 0.67 0.43 1.24
C 1.290 1.660 -4.396 1.09 0.50 2.32
C 1.837 1.850 -3.059 -2.26 0.61 -0.56
S 3.626 1.654 -2.725 -1.68 0.35 0.63
C 3.673 2.647 -1.218 -0.26 0.79 -0.15
C 4.837 3.389 -0.915 0.80 -1.11 -1.75
C 4.899 4.319 0.096 -0.56 0.38 0.03
C 3.795 4.536 0.908 -2.90 -1.50 0.85
C 2.576 3.746 0.696 2.47 0.30 -1.54
C 2.518 2.875 -0.460 0.46 1.23 2.69
C -3.177 -2.927 2.174 -1.75 0.49 1.32
C -4.575 -2.738 2.429 0.53 -2.57 0.97
C -5.315 -3.853 3.086 6.64 1.21 -2.79
C -4.557 -5.036 3.253 -2.16 -0.61 0.93
C -3.252 -5.216 2.855 1.86 -0.33 -0.40
C -2.488 -4.142 2.370 -4.60 -0.88 0.79
C -1.123 -4.061 1.966 3.35 -3.80 1.65
O -0.278 -4.979 2.161 -1.81 2.34 -1.07
H 1.116 -3.236 -0.254 0.12 -0.41 0.61
H 1.261 -1.595 -0.658 0.05 0.24 -0.04
H 1.961 -2.032 0.848 0.34 -0.41 0.31
H -0.313 0.013 -1.133 -0.28 -0.39 -0.31
H -1.439 1.024 -0.283 -0.83 0.30 -0.01
H -1.083 3.108 -1.607 0.72 -1.01 -0.75
H -1.938 2.520 -3.835 0.46 0.20 -0.16
H -0.578 1.573 -5.545 0.22 -0.04 -0.89
H 2.043 1.443 -5.130 -0.19 -0.39 -0.56
H 5.741 3.228 -1.585 -1.27 0.29 0.93
H 5.762 4.962 0.159 0.24 -0.11 0.26
H 3.785 5.225 1.783 0.24 -0.50 -0.93
H 1.703 3.764 1.357 0.48 0.31 -0.32
H -5.025 -1.812 2.102 -0.18 0.09 0.37
H -6.260 -3.799 3.416 -3.27 0.38 0.89
H -5.074 -5.909 3.750 0.60 1.02 -0.70
H -2.767 -6.210 2.915 -0.41 0.71 0.18
```
Positions in Å, forces in eV/Å.

Lowest unoccupied orbital energy, eV: -0.4
Maximum force, eV/A: 7.3
SMILES: Cc1c2c(nn1CC(=O)N1c3ccccc3Sc3ccccc31)-c1ccccc1C2=O

natural (NBO) charges in e: -0.658 0.277 -0.258 0.170 -0.223 -0.195 -0.295 0.688 -0.578 -0.513 0.217 -0.269 -0.190 -0.224 -0.205 -0.190 0.307 -0.169 -0.206 -0.221 -0.207 -0.158 0.115 -0.006 -0.197 -0.161 -0.230 -0.139 -0.152 0.523 -0.531 0.250 0.216 0.255 0.223 0.250 0.233 0.215 0.225 0.223 0.224 0.224 0.225 0.237 0.224 0.208 0.215 0.231

***

2.
Computed, not measured: a cluster of 2 separate species, C25H17O5 in total at a distorted geometry, with ωB97M-V/def2-TZVPD.

The geometry in XYZ format:
```
47
Properties=species:S:1:pos:R:3:forces:R:3
C 2.085 1.508 3.182 -0.73 -0.35 -0.45
C 0.800 1.448 2.770 0.87 -0.16 0.76
C 0.201 2.796 2.940 -0.97 1.09 -0.06
O -0.865 3.245 2.576 1.76 -0.84 0.97
O 1.149 3.590 3.587 0.47 -0.22 -0.13
C 2.369 2.860 3.701 -0.13 1.34 0.08
O 3.365 3.383 4.134 -1.38 -0.92 -0.50
H 2.869 0.761 3.126 -0.31 0.12 0.04
H 0.211 0.610 2.408 0.31 0.12 -0.25
C -1.102 3.492 -2.288 -0.16 -0.19 0.11
C -0.670 3.537 -0.961 0.32 -0.19 -0.13
C -0.199 2.376 -0.359 -0.30 -0.30 -0.17
C -0.301 1.122 -0.983 0.14 0.58 -0.27
C 0.121 -0.085 -0.241 0.49 -1.34 -0.15
C 1.550 -0.169 0.095 -1.72 0.29 -0.05
C 2.194 -1.516 0.360 0.00 0.36 -0.02
C 2.302 -2.385 -0.720 0.24 -0.41 0.12
C 3.024 -3.574 -0.594 -0.15 0.18 0.28
C 3.608 -3.913 0.635 -0.15 0.27 -0.13
C 3.471 -3.044 1.725 -0.15 0.07 -0.11
C 2.780 -1.836 1.587 -0.06 -0.39 -0.36
O 2.267 0.837 0.089 0.55 -0.22 0.18
C -0.767 -1.222 -0.052 0.83 0.90 0.30
C -2.140 -1.187 -0.706 -0.02 -0.22 0.34
C -3.039 -0.157 -0.424 -0.24 -0.01 -0.35
C -4.283 -0.120 -1.062 0.10 -0.31 0.01
C -4.638 -1.140 -1.955 0.15 0.03 -0.01
C -3.757 -2.205 -2.192 0.01 0.21 0.25
C -2.524 -2.243 -1.538 -0.10 0.31 -0.16
O -0.487 -2.189 0.671 -0.24 -0.23 -0.26
C -0.754 1.088 -2.316 0.13 0.16 0.42
C -1.131 2.266 -2.963 0.05 0.03 0.08
H -1.425 4.402 -2.787 0.01 -0.15 0.04
H -0.670 4.462 -0.382 0.05 -0.12 -0.29
H 0.230 2.399 0.635 -0.22 0.09 -0.42
H 1.791 -2.128 -1.650 0.22 -0.07 0.22
H 3.101 -4.240 -1.452 0.05 0.05 0.20
H 4.155 -4.852 0.738 -0.15 0.29 0.01
H 3.885 -3.313 2.697 -0.02 0.03 -0.24
H 2.636 -1.170 2.439 0.15 -0.24 -0.24
H -2.753 0.630 0.274 -0.04 -0.14 -0.25
H -4.967 0.710 -0.865 0.19 -0.31 -0.07
H -5.601 -1.111 -2.473 0.30 0.03 0.18
H -4.028 -3.003 -2.886 0.01 0.22 0.22
H -1.832 -3.072 -1.688 -0.15 0.20 0.01
H -0.789 0.121 -2.822 -0.06 0.34 0.04
H -1.446 2.226 -4.006 0.02 0.03 0.23
```
Positions in Å, forces in eV/Å.

Total charge: -1
Lowest unoccupied orbital energy, eV: 1.5
Maximum force, eV/A: 2.2

natural (NBO) charges in e: -0.260 -0.223 0.741 -0.513 -0.522 0.754 -0.516 0.249 0.277 -0.251 -0.241 -0.114 -0.011 -0.453 0.499 0.041 -0.218 -0.211 -0.244 -0.203 -0.228 -0.660 0.499 -0.105 -0.188 -0.218 -0.235 -0.244 -0.143 -0.666 -0.224 -0.215 0.197 0.207 0.184 0.217 0.201 0.201 0.199 0.193 0.226 0.206 0.200 0.201 0.210 0.210 0.197

***

3.
Computed, not measured: a cluster of 2 separate species, C25H18B2Cl4F3O3S in total at a distorted geometry, with ωB97M-V/def2-TZVPD.

The geometry in XYZ format:
```
56
Properties=species:S:1:pos:R:3:forces:R:3
Cl 3.226 1.737 -0.729 -0.46 -0.50 -0.06
B 2.481 0.036 -0.547 1.72 -0.11 0.49
Cl 2.627 -0.961 -2.132 -0.36 0.38 0.52
Cl 3.259 -0.847 0.880 -0.36 0.05 -0.42
O 1.024 0.229 -0.252 -2.60 -0.85 0.32
C 0.101 -0.517 0.214 1.74 0.54 -1.30
C -1.234 -0.342 -0.336 -0.68 0.31 -0.70
C -2.075 -1.433 -0.656 -0.35 0.47 0.87
C -3.429 -1.212 -0.934 0.25 0.28 0.06
C -3.923 0.101 -0.936 1.24 -0.13 -0.30
Cl -5.605 0.393 -1.071 -0.25 -0.01 -0.06
C -3.031 1.186 -0.929 -0.05 -0.42 0.05
C -1.684 0.955 -0.681 -0.14 -0.20 0.51
H 0.332 -1.301 0.970 0.06 0.40 -0.53
H -1.662 -2.435 -0.662 -0.19 -0.02 0.25
H -4.123 -2.030 -1.122 0.31 0.12 0.09
H -3.414 2.188 -1.100 0.14 -0.15 0.08
H -0.979 1.781 -0.676 -0.11 -0.08 0.21
C 0.890 0.039 10.732 0.02 0.21 0.47
C 0.661 -0.498 9.374 -0.15 -0.99 -0.51
C 0.580 -1.823 9.010 0.12 0.54 0.05
C 0.480 -2.025 7.595 0.26 0.76 0.36
C 0.500 -0.836 6.901 -0.12 -0.60 -0.01
B 0.475 -0.589 5.294 1.00 -0.49 1.47
C 2.054 -0.704 4.729 -2.21 0.22 0.39
C 2.890 0.404 4.712 0.97 0.06 -0.47
C 4.203 0.292 4.228 -0.36 0.26 0.35
C 4.696 -0.945 3.835 0.39 -0.18 -0.14
C 6.152 -1.115 3.421 -0.56 0.11 0.01
F 6.587 -2.387 3.679 0.00 0.89 -0.27
F 6.371 -0.884 2.090 0.06 -0.19 0.96
F 6.962 -0.255 4.110 -0.27 -0.62 -0.55
C 3.854 -2.050 3.847 -0.43 -0.19 0.19
C 2.538 -1.931 4.312 0.99 -0.28 -0.50
O -0.500 -1.632 4.756 0.11 0.43 -0.23
C -1.606 -0.935 4.454 0.08 1.38 -0.70
C -1.405 0.480 4.656 -0.12 -0.82 -1.11
C -2.285 1.415 4.116 0.67 -0.26 0.61
C -3.316 0.942 3.315 -0.66 -0.48 -0.31
C -3.531 -0.435 3.136 -0.50 0.80 -0.12
C -2.724 -1.386 3.748 0.76 -0.20 0.59
O -0.171 0.749 5.112 -0.24 -0.19 -0.46
S 0.539 0.514 7.988 0.28 -0.60 -0.14
H 0.879 -0.796 11.445 0.01 0.30 -0.02
H 1.868 0.543 10.791 -0.28 -0.11 0.12
H 0.112 0.763 11.011 0.20 -0.12 0.10
H 0.628 -2.626 9.740 -0.01 0.05 -0.01
H 0.444 -3.018 7.145 -0.03 0.41 -0.05
H 2.545 1.366 5.085 -0.07 -0.14 -0.21
H 4.829 1.176 4.151 0.02 -0.12 0.17
H 4.200 -3.002 3.461 0.11 -0.02 0.18
H 1.911 -2.820 4.348 -0.01 0.21 -0.10
H -2.087 2.473 4.298 -0.11 -0.25 -0.28
H -3.964 1.658 2.811 0.02 -0.18 0.12
H -4.349 -0.761 2.492 0.06 0.07 0.22
H -2.903 -2.460 3.669 0.09 0.27 -0.25
```
Positions in Å, forces in eV/Å.

Total charge: -1
Lowest unoccupied orbital energy, eV: -0.1
Relative energy (zero: lowest compared OMol25 entry of this formula, charge and spin), kJ/mol: 0.0
Maximum force, eV/A: 2.8

natural (NBO) charges in e: -0.242 0.386 -0.253 -0.231 -0.540 0.549 -0.191 -0.114 -0.243 0.001 0.041 -0.241 -0.104 0.228 0.231 0.237 0.237 0.245 -0.626 -0.247 -0.270 -0.279 -0.408 0.756 -0.134 -0.222 -0.186 -0.184 0.981 -0.338 -0.331 -0.338 -0.178 -0.244 -0.654 0.262 0.321 -0.305 -0.261 -0.267 -0.291 -0.672 0.415 0.210 0.210 0.207 0.196 0.214 0.216 0.214 0.213 0.213 0.212 0.196 0.195 0.207

***

4.
Computed, not measured: a structure of composition C25H18BCl3F9IN4O3STeTi at a distorted geometry, with ωB97M-V/def2-TZVPD.

The geometry in XYZ format:
```
67
Properties=species:S:1:pos:R:3:forces:R:3
Ti 1.109 -0.607 1.422 -1.38 -1.51 -0.19
C -0.835 1.045 3.748 0.09 0.00 0.01
C -1.411 1.821 2.612 0.24 -0.11 -0.14
N -2.410 2.633 2.877 -0.10 -0.03 0.16
C -2.947 3.373 1.905 0.03 0.07 -0.03
C -2.464 3.400 0.621 0.06 -0.03 -0.06
C -3.097 4.324 -0.388 -0.01 -0.06 0.10
O -2.213 5.332 -0.874 0.00 0.10 -0.06
C -1.393 2.534 0.290 0.24 -0.43 0.54
C -0.878 2.589 -1.074 0.15 0.14 -0.55
N -0.153 1.683 -1.583 -0.39 -0.14 0.33
C 0.255 1.648 -2.908 0.11 0.15 -0.14
C -0.564 1.968 -3.990 0.12 -0.04 0.03
C -0.100 1.758 -5.281 -0.01 0.03 0.02
C 1.177 1.262 -5.503 0.00 0.03 -0.13
C 2.003 0.943 -4.431 0.08 -0.05 0.16
C 1.537 1.123 -3.142 -0.01 -0.05 0.76
I 2.510 0.641 -1.290 -0.14 0.16 -1.93
C -0.881 1.671 1.288 -0.48 0.77 -0.15
O 0.066 0.777 1.058 -1.40 1.42 0.10
H -1.403 1.258 4.650 -0.07 0.01 -0.04
H 0.209 1.324 3.904 0.00 -0.06 -0.04
H -0.871 -0.025 3.546 -0.02 -0.03 0.02
H -3.800 3.979 2.195 0.02 0.08 -0.08
H -3.978 4.790 0.065 -0.02 -0.09 -0.01
H -3.429 3.772 -1.270 0.00 0.06 -0.02
H -1.775 5.735 -0.117 0.01 -0.03 0.04
H -1.136 3.483 -1.648 -0.06 0.00 -0.01
H -1.562 2.349 -3.816 -0.02 -0.03 0.02
H -0.749 1.970 -6.121 0.03 0.04 -0.02
H 1.523 1.115 -6.518 0.03 -0.04 0.02
H 2.998 0.550 -4.594 -0.01 -0.03 -0.05
S 0.444 -3.287 -2.285 0.26 0.00 0.44
C -0.748 -2.050 -2.396 -0.04 0.22 0.08
C -0.650 -1.129 -1.404 -0.16 -0.16 -0.36
C 0.423 -1.387 -0.508 0.51 0.27 0.26
C 1.105 -2.537 -0.866 -0.12 -0.51 -1.06
C 2.169 -3.100 -0.069 0.30 -0.19 0.19
C 3.048 -4.083 -0.516 -0.18 0.10 0.01
C 4.016 -4.551 0.350 0.02 -0.03 0.03
C 4.092 -4.016 1.625 -0.02 -0.09 -0.08
C 3.193 -3.026 1.984 -0.08 -0.10 0.14
N 2.246 -2.585 1.170 0.14 -0.33 -0.40
H -1.472 -2.084 -3.195 -0.06 -0.02 0.03
H -1.328 -0.299 -1.311 -0.02 -0.02 0.08
H 2.963 -4.451 -1.530 0.02 -0.05 0.01
H 4.702 -5.326 0.034 0.03 0.02 0.00
H 4.833 -4.357 2.333 0.01 0.05 0.02
H 3.228 -2.578 2.970 -0.09 0.00 0.00
F 2.030 1.591 2.620 0.51 -0.80 0.17
Te 3.666 0.394 2.576 2.45 3.98 1.18
F 4.221 1.776 3.985 0.11 -1.06 -0.29
F 4.253 1.891 1.539 -0.23 -0.62 -0.11
F 1.468 -0.882 3.161 0.14 -0.36 0.82
F 5.356 -0.297 1.678 -0.56 -0.10 0.59
O 2.753 -0.144 0.943 0.38 -0.21 -0.26
F -1.676 -3.281 0.612 0.02 -0.05 -0.07
B -0.974 -3.330 1.814 -0.03 0.15 -0.07
F -0.407 -1.958 2.016 -0.20 -0.35 0.00
F 0.092 -4.212 1.739 -0.02 -0.04 0.01
F -1.803 -3.592 2.879 0.00 0.06 0.05
Cl -6.219 -0.874 0.999 0.06 -0.02 -0.05
C -4.711 -1.364 0.182 -0.23 -0.07 -0.10
Cl -4.716 -3.104 -0.081 0.05 0.11 0.01
Cl -4.587 -0.501 -1.373 0.02 -0.05 0.00
C -3.594 -0.949 1.016 0.20 0.11 0.17
N -2.753 -0.537 1.677 -0.29 -0.15 -0.11
```
Positions in Å, forces in eV/Å.

Total charge: -1
Expectation value of S²: 0.764
Lowest unoccupied orbital energy (spin up / spin down), eV: 1.7 / -1.1
Relative energy (zero: lowest compared OMol25 entry of this formula, charge and spin), kJ/mol: 453.7
Spin multiplicity: 2
Maximum force, eV/A: 4.8

natural (NBO) charges in e: 1.765 -0.662 0.240 -0.420 -0.001 -0.083 -0.086 -0.726 -0.146 0.141 -0.470 0.194 -0.258 -0.201 -0.234 -0.216 -0.257 0.741 0.360 -0.697 0.225 0.264 0.248 0.181 0.172 0.179 0.472 0.181 0.213 0.209 0.211 0.222 0.417 -0.359 -0.278 -0.223 -0.193 0.175 -0.210 -0.152 -0.230 0.094 -0.423 0.233 0.240 0.220 0.216 0.224 0.218 -0.673 2.571 -0.718 -0.646 -0.599 -0.723 -1.127 -0.566 1.369 -0.528 -0.554 -0.547 0.053 -0.188 0.101 0.046 0.208 -0.208